A cluster of 8 separate species, C28H75F3N6O9 in total in a non-equilibrium geometry, computed with ωB97M-V/def2-TZVPD.

CARTESIAN COORDINATES (ANGSTROEM)
F  -15.8843  -10.3348  -4.1740
F  -15.3095  -10.1499  -6.2950
F  -17.3944  -10.2636  -5.7077
O  -11.3644  -18.9074  -4.9143
O  -12.3349  -11.7707  -1.2701
O  -13.2657  -13.5839  -9.8749
O  -17.3054  -17.9344  -6.9854
O  -18.1869  -15.6502  -1.7116
O  -13.7096  -14.3132  -7.0851
O  -16.5688  -12.6413  -6.8218
O  -14.9850  -12.9635  -5.2496
O  -8.5211  -13.4884  -10.5808
N  -11.2448  -15.8184  -9.9468
N  -12.6428  -16.3444  -5.7250
N  -12.1882  -12.2086  -7.7546
N  -15.1258  -15.5640  -3.7982
N  -12.7100  -10.8777  -4.8710
N  -15.4094  -18.6239  -10.0704
C  -19.5281  -15.8708  -2.0683
C  -13.8668  -14.1926  -11.0255
C  -15.0681  -16.8160  -8.4769
C  -11.5749  -18.6006  -6.2783
C  -10.2742  -16.5199  -6.1927
C  -15.5505  -14.3615  -1.7009
C  -12.0061  -10.7966  -3.5817
C  -13.2419  -11.5796  -8.5922
C  -16.1383  -12.2850  -5.5254
C  -11.0546  -20.2462  -4.7231
C  -9.8714  -15.3312  -9.8783
C  -12.6579  -11.8487  -2.6548
C  -11.6436  -17.1093  -6.5102
C  -13.2211  -12.1572  -9.9918
C  -16.1596  -10.7351  -5.4216
C  -15.6538  -18.1856  -8.6688
C  -17.1193  -18.3172  -8.3227
C  -12.1875  -9.4102  -2.9526
C  -10.9661  -11.8871  -1.0141
C  -17.6777  -13.9535  -8.4132
C  -18.5619  -18.1563  -6.4368
C  -9.6879  -14.1970  -10.9226
C  -8.3098  -12.3723  -11.4307
C  -13.1334  -10.0651  -8.5748
C  -15.9254  -15.5775  -2.5605
C  -17.3312  -13.8084  -6.9160
C  -17.3854  -15.6595  -2.8862
C  -8.8828  -16.4667  -10.1300
H  -13.2337  -9.7355  -7.5417
H  -18.5448  -13.3901  -8.7607
H  -20.1319  -15.9060  -1.1616
H  -13.2525  -9.1666  -2.9136
H  -9.6339  -16.7277  -7.0592
H  -11.8333  -9.2636  -1.9336
H  -17.7611  -17.6913  -8.9543
H  -14.8997  -13.8617  -11.1258
H  -12.2876  -16.2654  -4.7741
H  -7.9071  -12.6812  -12.4009
H  -13.2978  -11.7076  -4.7595
H  -12.2535  -11.9262  -10.4608
H  -17.7154  -14.8313  -3.5294
H  -10.8515  -19.0662  -6.9595
H  -13.3146  -10.0948  -5.0753
H  -13.2124  -15.0359  -6.5506
H  -10.9775  -20.5161  -3.6689
H  -9.0073  -17.0398  -11.0492
H  -16.8336  -14.7431  -6.6411
H  -13.7997  -15.2726  -10.9174
H  -9.7078  -16.9785  -5.3814
H  -15.8894  -19.4938  -10.2723
H  -11.7271  -8.6543  -3.5936
H  -19.4274  -17.9796  -7.0894
H  -11.2617  -11.8478  -7.9820
H  -15.2633  -14.6693  -4.2767
H  -10.2352  -15.4348  -6.0890
H  -15.3101  -16.4173  -7.4916
H  -10.5982  -13.5830  -10.9548
H  -10.0900  -20.5669  -5.1410
H  -9.6473  -14.6053  -11.9443
H  -11.7719  -20.9668  -5.1390
H  -7.8413  -16.1691  -10.0007
H  -14.4741  -14.1798  -1.7042
H  -9.2252  -11.8376  -11.7048
H  -15.6997  -16.4893  -1.9983
H  -7.6255  -11.6855  -10.9409
H  -12.2814  -11.7944  -6.8166
H  -12.4910  -19.1266  -6.5906
H  -15.8056  -14.6046  -0.6670
H  -17.3346  -19.3856  -8.4642
H  -14.1700  -11.9442  -8.1387
H  -18.7395  -19.1935  -6.1180
H  -14.1610  -15.6133  -3.5000
H  -14.0171  -16.6617  -8.7242
H  -13.8684  -9.5768  -9.2122
H  -13.9751  -11.7572  -10.6715
H  -18.2996  -13.7844  -6.4035
H  -13.0448  -13.6691  -7.5027
H  -16.8221  -13.6112  -8.9989
H  -17.5066  -16.5547  -3.5096
H  -13.4777  -16.9164  -5.5742
H  -10.3289  -11.1014  -1.4452
H  -11.3774  -16.0918  -10.9227
H  -9.6162  -14.8557  -8.9306
H  -10.7532  -11.9295  0.0519
H  -14.4147  -18.8083  -10.1265
H  -10.9585  -11.0843  -3.6872
H  -11.9251  -15.0564  -9.9068
H  -16.9235  -12.6184  -4.8280
H  -13.2899  -13.9470  -11.9228
H  -16.0025  -13.4454  -2.0834
H  -14.1681  -13.7488  -6.3746
H  -13.7439  -11.7165  -2.6191
H  -19.6326  -16.8460  -2.5608
H  -12.6283  -12.8645  -3.0752
H  -10.5948  -12.7864  -1.5323
H  -17.8766  -14.9919  -8.6896
H  -11.8474  -16.8881  -7.5594
H  -19.9035  -15.0909  -2.7404
H  -15.5874  -16.1619  -9.1880
H  -18.6676  -17.5249  -5.5554
H  -8.9722  -17.2132  -9.3316
H  -15.1128  -18.9181  -8.0543
H  -12.1120  -9.7960  -8.8581

Its multiplicity is 1. As for the total energy: -2416.9856 Eh. Its charge is 0. The value obtained for the energy above the lowest of the compared OMol25 structures with the same formula, charge and spin is 143.6 kJ/mol. Its HOMO-LUMO gap is 8.91 eV. Its maximum force is 2.2 eV/Å.